Entry 1:
{"formula": "C2H3N3O", "method": "ωB97M-V with the def2-TZVPD basis set", "homo_lumo_gap_ev": [8.914, 8.915], "smiles": "C=NN=O.C#N", "species": ["C", "C", "N", "N", "N", "O", "H", "H", "H"], "positions_angstrom": [[-1.60, 1.68, -0.21], [1.51, -0.20, -0.26], [-2.47, 1.43, -0.82], [-0.41, -1.48, 0.39], [0.24, -0.62, -0.29], [-0.42, -2.71, 0.38], [1.97, -0.68, 0.64], [1.97, 0.80, -0.54], [-0.78, 1.78, 0.71]], "nbo_charge": [0.063, -0.163, -0.328, 0.262, -0.191, -0.313, 0.179, 0.230, 0.261]}

Entry 2:
{"formula": "C5H13NO2", "method": "ωB97M-V with the def2-TZVPD basis set", "homo_lumo_gap_ev": [3.251, 6.035], "spin_multiplicity": 2, "charge": -1, "s2": 0.7764, "species": ["N", "C", "C", "C", "C", "C", "H", "H", "H", "H", "H", "H", "H", "H", "H", "H", "H", "O", "H", "H", "O"], "positions_angstrom": [[-1.56, -0.19, -2.45], [-0.92, 0.54, -1.36], [0.32, 0.48, -0.76], [0.72, 1.15, 0.46], [1.97, 0.97, 1.03], [2.44, 1.71, 2.24], [-2.31, 0.41, -2.76], [-0.98, -0.53, -3.21], [-1.57, 1.02, -0.63], [1.19, 0.02, -1.29], [-0.06, 1.62, 1.07], [2.44, 0.04, 0.69], [2.82, 1.00, 3.06], [3.36, 2.29, 2.12], [1.49, 2.25, 2.73], [-2.64, -3.45, -1.16], [-1.90, -2.21, -1.83], [-1.94, -2.81, -1.06], [-0.45, -0.86, 1.25], [-1.32, -1.86, 0.48], [-1.09, -1.58, 1.38]], "nbo_charge": [-0.905, -0.251, -0.343, -0.327, -0.405, -0.622, 0.367, 0.363, 0.163, 0.169, 0.165, 0.171, 0.165, 0.179, 0.187, 0.460, 0.488, -1.002, 0.485, 0.494, -1.001]}

Entry 3:
{"formula": "C2H2F6P", "method": "ωB97M-V with the def2-TZVPD basis set", "homo_lumo_gap_ev": [12.075, 3.206], "charge": 1, "species": ["C", "C", "F", "F", "F", "F", "F", "F", "P", "H", "H"], "positions_angstrom": [[-0.55, 0.11, -1.32], [2.37, -0.22, 1.03], [3.33, 0.49, 0.60], [2.31, -1.40, 0.47], [1.27, 0.36, 1.25], [-3.13, 0.17, -0.15], [-1.58, 1.34, 1.05], [-1.63, -1.26, 0.82], [-1.62, 0.12, 0.04], [-0.57, -0.75, -2.14], [-0.20, 1.06, -1.65]], "nbo_charge": [-0.770, 1.031, -0.256, -0.277, -0.288, -0.492, -0.475, -0.486, 2.412, 0.328, 0.273]}

Entry 4:
{"formula": "C3H2FORu", "method": "ωB97M-V with the def2-TZVPD basis set", "homo_lumo_gap_ev": [4.584, 7.089], "spin_multiplicity": 7, "charge": -1, "s2": 12.0320, "species": ["C", "O", "C", "C", "F", "H", "H", "Ru"], "positions_angstrom": [[0.22, -0.64, 0.63], [-1.67, 1.66, -1.36], [-0.75, 1.10, -0.78], [-0.91, -0.08, 0.10], [3.22, -0.90, -0.07], [0.03, -1.27, 1.51], [-1.91, -0.56, 0.12], [1.76, 0.70, -0.16]], "nbo_charge": [-0.679, -0.553, 0.144, -0.450, -0.806, 0.163, 0.199, 0.982]}

Entry 5:
{"formula": "C2H7N2P", "method": "ωB97M-V with the def2-TZVPD basis set", "homo_lumo_gap_ev": 7.892, "species": ["C", "C", "N", "N", "P", "H", "H", "H", "H", "H", "H", "H"], "positions_angstrom": [[0.30, 1.40, 0.40], [0.40, 0.74, -1.00], [-0.95, -2.32, 1.12], [0.20, -0.66, -1.04], [-1.58, -1.55, -0.02], [0.90, 0.85, 1.20], [0.82, 2.33, 0.26], [-0.65, 1.25, 0.82], [-0.43, 1.26, -1.66], [1.48, 0.81, -1.37], [-1.40, -3.07, 1.76], [0.92, -1.04, -0.48]], "nbo_charge": [-0.642, -0.225, -1.194, -0.835, 1.151, 0.194, 0.219, 0.205, 0.176, 0.194, 0.421, 0.335]}

Entry 6:
{"formula": "C33H43N4O3P2", "method": "ωB97M-V with the def2-TZVPD basis set", "homo_lumo_gap_ev": 5.900, "charge": 1, "smiles": "C#Cc1cc(CC(=O)OC(C)=O)c(CCCCCCCC)c2c(N=C(C)C)[n+](-c3cccnc3)c(P(C)C)c([PH2]=N)c12", "species": ["C", "C", "C", "C", "C", "C", "C", "O", "O", "C", "C", "O", "C", "C", "C", "C", "C", "C", "C", "C", "C", "C", "C", "N", "C", "C", "C", "N", "C", "C", "C", "C", "N", "C", "C", "P", "C", "C", "C", "P", "N", "C", "H", "H", "H", "H", "H", "H", "H", "H", "H", "H", "H", "H", "H", "H", "H", "H", "H", "H", "H", "H", "H", "H", "H", "H", "H", "H", "H", "H", "H", "H", "H", "H", "H", "H", "H", "H", "H", "H", "H", "H", "H", "H", "H"], "positions_angstrom": [[1.96, -5.49, 1.12], [1.79, -4.40, 0.63], [1.30, -3.13, 0.09], [0.58, -3.29, -1.13], [-0.01, -2.23, -1.88], [-0.80, -2.61, -3.17], [-0.01, -2.28, -4.46], [-0.61, -1.88, -5.41], [1.38, -2.50, -4.54], [2.09, -1.30, -4.54], [3.63, -1.48, -4.57], [1.57, -0.22, -4.50], [0.15, -0.90, -1.43], [-0.51, 0.21, -2.28], [-1.76, 0.74, -1.44], [-2.95, -0.27, -1.58], [-4.29, 0.27, -0.99], [-4.97, -0.70, 0.05], [-6.52, -0.74, -0.08], [-7.21, 0.66, 0.14], [-8.33, 0.95, -0.93], [0.89, -0.68, -0.19], [1.11, 0.66, 0.32], [0.69, 1.84, -0.32], [1.58, 2.33, -1.11], [1.25, 3.72, -1.70], [2.89, 1.63, -1.51], [1.76, 0.88, 1.50], [1.89, 2.26, 1.97], [0.85, 2.84, 2.75], [1.16, 4.18, 3.14], [2.36, 4.78, 2.72], [3.37, 4.26, 1.98], [3.05, 3.00, 1.67], [2.30, -0.17, 2.28], [3.18, 0.43, 3.80], [2.17, 0.47, 5.33], [4.92, -0.14, 3.97], [2.15, -1.53, 1.88], [2.88, -2.71, 3.10], [2.17, -2.47, 4.51], [1.45, -1.79, 0.60], [1.99, -6.44, 1.66], [0.45, -4.31, -1.54], [-1.07, -3.69, -3.09], [-1.72, -2.01, -3.18], [4.07, -0.48, -4.71], [3.84, -2.17, -5.41], [3.91, -1.96, -3.62], [-0.93, -0.15, -3.23], [0.18, 1.03, -2.55], [-1.46, 0.73, -0.38], [-2.05, 1.76, -1.79], [-3.11, -0.46, -2.67], [-2.69, -1.25, -1.12], [-5.01, 0.37, -1.84], [-4.21, 1.28, -0.52], [-4.68, -0.45, 1.09], [-4.59, -1.73, -0.20], [-6.97, -1.44, 0.67], [-6.77, -1.16, -1.08], [-6.45, 1.47, 0.12], [-7.65, 0.65, 1.16], [-8.08, 1.86, -1.51], [-9.33, 1.10, -0.46], [-8.40, 0.08, -1.61], [0.64, 3.58, -2.62], [0.60, 4.24, -0.96], [2.16, 4.33, -1.89], [2.72, 0.71, -2.11], [3.49, 2.31, -2.15], [3.52, 1.38, -0.63], [-0.07, 2.31, 3.02], [0.46, 4.74, 3.78], [2.52, 5.83, 3.03], [3.83, 2.46, 1.09], [1.99, 1.49, 5.71], [1.18, -0.03, 5.27], [2.73, -0.08, 6.14], [5.00, -1.10, 4.52], [5.58, 0.59, 4.49], [5.37, -0.32, 2.97], [4.29, -2.44, 3.15], [2.76, -4.08, 2.88], [1.45, -1.77, 4.35]], "mulliken_charge": [-0.257, -1.431, 0.414, -0.983, 0.926, -1.121, 0.736, -0.504, -0.352, 0.763, -1.159, -0.498, 0.736, -1.557, -0.491, -0.558, -0.647, -0.575, -0.933, -0.301, -1.051, 0.504, 0.078, -0.104, 0.840, -1.346, -0.737, 0.669, -0.472, -0.246, -0.825, -0.378, -0.671, 0.126, -0.938, 0.820, -1.400, -1.345, 0.361, 0.703, -0.677, 1.078, 0.441, 0.496, 0.696, -0.113, 0.306, 0.406, 0.292, 0.641, 0.138, 0.197, 0.520, 0.288, 0.167, 0.320, 0.429, 0.219, 0.354, 0.367, 0.398, 0.201, 0.418, 0.259, 0.305, 0.289, 0.335, 0.345, 0.416, -0.233, 0.514, 0.211, 0.502, 0.399, 0.391, 0.409, 0.347, 0.385, 0.433, 0.429, 0.381, 0.362, 0.062, -0.149, 0.225]}

Entry 7:
{"formula": "C15H20BrN2O5Tc", "method": "ωB97M-V with the def2-TZVPD basis set", "homo_lumo_gap_ev": [8.157, 6.476], "spin_multiplicity": 4, "charge": 3, "s2": 3.7857, "species": ["Tc", "C", "N", "C", "C", "O", "C", "O", "C", "C", "O", "N", "C", "C", "H", "H", "H", "H", "H", "H", "H", "H", "H", "H", "H", "H", "H", "H", "H", "H", "Br", "C", "C", "C", "C", "C", "C", "C", "O", "O", "H", "H", "H", "H"], "positions_angstrom": [[0.14, 0.54, -1.21], [-2.06, 0.22, 3.47], [-2.27, 0.29, 2.01], [-3.66, 0.11, 1.53], [-1.29, 0.48, 1.20], [-1.47, 0.56, -0.08], [0.12, 0.62, 1.72], [0.99, 0.95, 0.59], [1.76, 2.19, 0.64], [1.26, 3.08, -0.49], [0.45, 2.52, -1.33], [1.64, 4.31, -0.61], [2.58, 4.94, 0.33], [1.16, 5.16, -1.72], [-3.03, 0.16, 3.95], [-1.56, 1.11, 3.84], [-1.49, -0.67, 3.73], [-4.07, -0.78, 2.00], [-3.67, 0.01, 0.46], [-4.24, 0.98, 1.83], [0.47, -0.32, 2.12], [0.20, 1.41, 2.47], [2.81, 1.91, 0.49], [1.64, 2.65, 1.62], [3.21, 4.21, 0.82], [2.02, 5.53, 1.06], [3.22, 5.61, -0.25], [0.29, 4.71, -2.19], [1.96, 5.28, -2.44], [0.90, 6.13, -1.30], [0.31, -7.96, -3.10], [0.22, -6.29, -2.43], [0.07, -6.10, -1.02], [0.01, -4.83, -0.53], [0.10, -3.73, -1.40], [0.24, -3.91, -2.79], [0.31, -5.17, -3.31], [0.03, -2.36, -0.79], [-0.11, -2.18, 0.39], [0.18, -1.35, -1.65], [0.01, -6.97, -0.38], [-0.10, -4.66, 0.53], [0.31, -3.05, -3.44], [0.42, -5.34, -4.37]], "nbo_charge": [1.687, -0.435, -0.288, -0.425, 0.660, -0.621, -0.158, -0.488, -0.157, 0.646, -0.684, -0.282, -0.428, -0.427, 0.266, 0.228, 0.238, 0.245, 0.246, 0.249, 0.279, 0.244, 0.266, 0.250, 0.219, 0.247, 0.262, 0.248, 0.248, 0.249, 0.558, -0.054, -0.154, -0.179, 0.075, -0.194, -0.142, 0.749, -0.578, -0.742, 0.273, 0.271, 0.262, 0.271]}

Entry 8:
{"formula": "C3H7F2P", "method": "ωB97M-V with the def2-TZVPD basis set", "homo_lumo_gap_ev": 10.933, "smiles": "C[C@H](F)[C@@H](F)P", "species": ["C", "C", "C", "F", "F", "P", "H", "H", "H", "H", "H", "H", "H"], "positions_angstrom": [[1.83, 0.00, -0.21], [0.54, -0.57, 0.34], [-0.75, 0.51, 0.39], [0.12, -1.63, -0.44], [-0.57, 1.43, -0.61], [-2.39, -0.36, 0.18], [1.69, 0.29, -1.24], [2.14, 0.85, 0.38], [2.59, -0.78, -0.16], [0.64, -0.97, 1.36], [-0.68, 1.06, 1.33], [-2.16, -0.67, -1.16], [-3.02, 0.84, -0.16]], "nbo_charge": [-0.653, 0.199, -0.070, -0.371, -0.374, 0.273, 0.231, 0.223, 0.224, 0.163, 0.179, -0.007, -0.017]}

Entry 9:
{"formula": "C26H31F5IrN8O7STe", "method": "ωB97M-V with the def2-TZVPD basis set", "homo_lumo_gap_ev": [3.726, 3.447], "spin_multiplicity": 2, "charge": 2, "s2": 1.0884, "species": ["Ir", "O", "C", "O", "C", "C", "C", "N", "C", "C", "C", "C", "C", "C", "C", "N", "C", "C", "C", "C", "C", "N", "H", "H", "H", "H", "H", "H", "H", "H", "H", "H", "N", "C", "C", "N", "H", "H", "H", "H", "H", "H", "H", "H", "C", "C", "S", "O", "O", "C", "C", "N", "C", "N", "C", "C", "N", "O", "O", "C", "H", "H", "H", "H", "H", "H", "H", "H", "H", "H", "H", "H", "H", "F", "Te", "F", "F", "F", "F", "O"], "positions_angstrom": [[0.24, -1.18, 1.38], [-5.31, 2.91, 0.78], [-5.78, 2.50, 1.76], [-6.23, 2.08, 2.73], [-2.88, 2.11, 2.54], [-2.79, 0.99, 3.32], [-1.74, 0.14, 2.97], [-0.93, 0.42, 1.92], [-0.97, 1.63, 1.31], [-2.01, 2.51, 1.58], [0.23, 2.01, 0.51], [0.33, 3.17, -0.24], [1.58, 3.51, -0.74], [2.66, 2.70, -0.46], [2.46, 1.53, 0.27], [1.26, 1.20, 0.71], [-1.26, -0.99, 3.78], [-1.85, -1.38, 4.98], [-1.25, -2.40, 5.75], [-0.04, -2.88, 5.39], [0.70, -2.30, 4.24], [-0.13, -1.57, 3.33], [-3.44, 0.79, 4.16], [-2.10, 3.46, 1.05], [-0.53, 3.80, -0.43], [1.69, 4.41, -1.33], [3.65, 2.96, -0.79], [3.27, 0.86, 0.50], [-2.76, -0.90, 5.31], [-1.75, -2.78, 6.63], [0.49, -3.63, 5.97], [1.28, -3.05, 3.70], [-1.42, -2.53, 1.20], [-0.90, -3.92, 1.30], [0.27, -4.02, 0.37], [1.21, -2.98, 0.82], [-2.13, -2.37, 1.92], [-1.89, -2.42, 0.30], [-1.67, -4.65, 1.04], [-0.61, -4.09, 2.33], [-0.03, -3.79, -0.65], [0.73, -5.01, 0.38], [1.90, -2.77, 0.09], [1.82, -3.29, 1.59], [1.62, 3.86, -5.71], [0.52, 2.81, -5.66], [-0.02, 2.61, -3.98], [-0.58, 3.84, -3.49], [1.05, 2.00, -3.21], [-1.39, 1.44, -4.04], [-1.05, -0.04, -3.99], [-0.24, -0.44, -2.82], [-0.72, -0.59, -1.57], [0.27, -0.93, -0.74], [1.43, -0.96, -1.47], [1.11, -0.68, -2.76], [2.06, -0.57, -3.84], [3.22, -0.68, -3.53], [1.63, -0.39, -4.96], [-2.15, -0.39, -1.22], [1.89, 4.03, -6.75], [2.50, 3.53, -5.18], [1.27, 4.80, -5.29], [0.86, 1.83, -5.99], [-0.37, 3.11, -6.21], [-1.94, 1.65, -4.95], [-2.01, 1.76, -3.20], [-0.53, -0.37, -4.88], [-1.99, -0.60, -3.92], [2.40, -1.16, -1.06], [-2.79, -1.08, -1.77], [-2.48, 0.62, -1.46], [-2.30, -0.53, -0.16], [1.67, -1.40, 4.78], [3.76, -1.29, 2.91], [3.42, -3.20, 2.62], [5.31, -1.74, 3.88], [4.15, 0.54, 3.13], [4.80, -1.30, 1.39], [2.28, -0.94, 1.81]], "mulliken_spin": [0.073, 0.001, -0.001, 0.000, -0.092, -0.049, -0.004, 0.054, -0.024, 0.057, -0.023, 0.001, 0.001, 0.000, 0.020, 0.036, 0.017, -0.085, 0.026, -0.087, -0.007, -0.026, -0.002, -0.004, 0.000, 0.000, 0.000, -0.008, -0.004, -0.001, 0.001, -0.003, 0.008, -0.005, 0.001, -0.012, 0.001, -0.002, 0.000, 0.003, 0.000, 0.000, 0.005, -0.017, 0.000, 0.000, 0.000, 0.000, 0.000, 0.000, -0.001, -0.001, 0.001, 0.000, 0.011, -0.001, 0.000, 0.000, 0.000, -0.003, 0.000, 0.000, 0.000, 0.000, 0.000, 0.000, 0.000, 0.000, 0.000, -0.004, 0.000, 0.001, -0.001, 0.007, 0.454, 0.066, 0.135, 0.081, -0.001, 0.407]}

Entry 10:
{"formula": "C5H12N2O", "method": "ωB97M-V with the def2-TZVPD basis set", "homo_lumo_gap_ev": 3.656, "species": ["N", "C", "C", "N", "C", "C", "C", "O", "H", "H", "H", "H", "H", "H", "H", "H", "H", "H", "H", "H"], "positions_angstrom": [[-3.28, -0.03, 0.25], [1.61, 0.26, 2.00], [1.94, -0.07, 0.67], [1.10, 0.61, -0.28], [-0.32, 0.49, -0.11], [-0.89, -0.91, -0.29], [1.54, 0.43, -1.67], [2.85, -0.78, 0.28], [-3.98, -0.58, -0.24], [-3.64, 0.17, 1.18], [2.07, -0.30, 2.80], [0.93, 1.07, 2.13], [-0.82, 1.19, -0.78], [-0.66, 0.82, 0.87], [-0.47, -1.55, 0.48], [-2.07, -0.69, -0.01], [-0.89, -1.33, -1.29], [2.61, 0.32, -1.65], [1.15, -0.46, -2.16], [1.22, 1.34, -2.19]], "nbo_charge": [-0.950, -0.326, 0.502, -0.321, -0.244, -0.500, -0.434, -0.627, 0.342, 0.347, 0.213, 0.195, 0.217, 0.210, 0.210, 0.294, 0.213, 0.246, 0.206, 0.205]}

Entry 11:
{"formula": "C2H10N4S", "method": "ωB97M-V with the def2-TZVPD basis set", "homo_lumo_gap_ev": 7.624, "charge": 2, "species": ["C", "C", "N", "N", "N", "N", "S", "H", "H", "H", "H", "H", "H", "H", "H", "H", "H"], "positions_angstrom": [[-14.50, -0.07, -1.09], [13.82, -1.78, 0.83], [-14.75, 0.70, -0.08], [12.87, -1.40, -1.31], [-15.84, 0.65, 0.66], [13.23, -1.50, -0.28], [12.94, 1.76, -0.40], [-15.26, -0.93, -1.14], [-13.63, -0.03, -1.64], [13.75, -2.84, 1.07], [14.93, -1.38, 1.03], [13.35, -1.22, 1.60], [-13.94, 1.33, 0.22], [-16.04, 1.44, 1.21], [-16.65, -0.06, 0.72], [12.04, 2.73, -0.19], [13.67, 2.59, -1.20]], "nbo_charge": [-0.002, -0.566, -0.203, 0.401, -0.600, 0.168, -0.374, 0.228, 0.240, 0.320, 0.355, 0.316, 0.468, 0.415, 0.455, 0.190, 0.191]}

Entry 12:
{"formula": "C4H10N2O", "method": "ωB97M-V with the def2-TZVPD basis set", "homo_lumo_gap_ev": 9.386, "species": ["C", "C", "C", "C", "N", "N", "O", "H", "H", "H", "H", "H", "H", "H", "H", "H", "H"], "positions_angstrom": [[1.31, -0.33, -1.15], [0.68, 0.83, -1.03], [0.81, 2.24, -1.26], [-1.77, -1.57, 0.63], [0.10, -0.93, 1.94], [-0.46, -0.82, 0.61], [-0.65, 0.47, 0.22], [1.01, -1.18, -0.54], [1.98, -0.52, -1.94], [1.65, 2.59, -0.48], [1.14, 2.63, -2.28], [-0.05, 2.75, -1.04], [-2.28, -1.45, -0.27], [-1.56, -2.59, 0.80], [-2.42, -1.24, 1.42], [0.99, -0.57, 1.79], [-0.47, -0.31, 2.57]], "nbo_charge": [-0.501, 0.326, -0.705, -0.416, -0.672, -0.031, -0.474, 0.259, 0.218, 0.237, 0.251, 0.245, 0.203, 0.205, 0.172, 0.351, 0.331]}

| no. | M (g/mol) | electronic energy (Eh) |
| --- | --- | --- |
| 1 | 85.07 | -317.2987 |
| 2 | 119.16 | -403.4509 |
| 3 | 171.00 | -1017.5894 |
| 4 | 174.12 | -385.2854 |
| 5 | 90.07 | -531.1646 |
| 6 | 605.68 | -2410.2833 |
| 7 | 486.24 | -3723.0571 |
| 8 | 112.06 | -659.5535 |
| 9 | 1014.46 | -3243.2173 |
| 10 | 116.16 | -382.2087 |
| 11 | 122.20 | -698.6915 |
| 12 | 102.14 | -342.9624 |